Entry 1:
The following is a quantum chemistry calculation of a molecular structure, C28H32B3Ba2Br16O24, from the Open Molecules 2025 dataset.

```
105
C28H32B3Ba2Br16O24 ωB97M-V/def2-TZVPD
Ba 4.254 3.398 3.052
Ba 1.631 -4.797 -1.031
O 2.613 -3.570 1.378
C 2.550 -2.967 2.402
O 3.518 -2.465 3.170
B 3.001 -1.564 4.234
O 1.492 -1.735 4.136
C 1.167 -2.413 2.993
O 0.102 -2.740 2.545
O 3.383 -0.198 3.874
C 4.501 0.114 4.559
O 5.266 1.041 4.347
C 4.493 -0.862 5.742
O 3.571 -1.708 5.577
O 5.236 -0.798 6.697
O -2.555 -0.892 -0.997
C -1.409 -0.707 -0.835
O -0.803 0.408 -0.622
B 0.572 0.270 -0.287
O 0.918 -1.108 -0.550
C -0.265 -1.764 -0.926
O -0.425 -2.956 -1.194
O 0.690 0.456 1.189
C 1.782 1.318 1.412
O 2.214 1.852 2.466
C 2.228 1.791 0.068
O 1.511 1.250 -0.850
O 3.195 2.551 -0.036
O 6.585 2.502 -1.620
C 6.306 1.416 -1.096
O 6.276 0.262 -1.612
B 5.442 -0.595 -0.761
O 5.392 0.014 0.572
C 5.870 1.297 0.396
O 5.962 2.246 1.175
O 6.137 -1.966 -0.663
C 5.293 -2.844 -1.117
O 5.487 -4.091 -1.120
C 3.983 -2.123 -1.547
O 4.093 -0.849 -1.343
O 2.989 -2.700 -2.004
Br -0.576 5.352 5.654
C -1.080 4.544 3.980
C 0.027 3.680 3.489
Br 1.516 4.838 2.917
H -1.211 5.305 3.211
H -2.048 4.055 4.086
H -0.359 3.120 2.638
H 0.414 2.879 4.119
Br -3.495 4.165 0.643
C -3.846 2.617 -0.494
C -5.361 2.598 -0.760
Br -6.078 4.350 -1.283
H -3.463 1.747 0.040
H -3.269 2.897 -1.376
H -5.853 2.201 0.128
H -5.569 1.882 -1.555
Br 0.603 5.309 -0.427
C -0.347 4.137 -1.716
C 0.518 4.030 -3.109
Br -0.326 2.590 -4.224
H -1.351 4.484 -1.964
H -0.490 3.131 -1.322
H 1.579 3.884 -2.908
H 0.489 4.943 -3.704
Br -5.741 -1.107 -3.747
C -7.047 -1.510 -2.273
C -6.265 -2.204 -1.178
Br -7.469 -2.385 0.429
H -7.823 -2.095 -2.767
H -7.451 -0.572 -1.891
H -5.469 -1.482 -0.992
H -5.964 -3.197 -1.511
Br -0.771 -5.819 0.842
C -2.150 -4.689 1.551
C -3.451 -5.488 1.450
Br -4.993 -4.264 2.048
H -2.294 -3.864 0.853
H -1.932 -4.324 2.555
H -3.371 -6.269 2.206
H -3.609 -5.891 0.450
Br 3.886 4.700 -4.592
C 3.478 2.897 -5.248
C 3.151 2.008 -4.065
Br 2.632 0.340 -5.013
H 4.364 2.620 -5.820
H 2.584 2.932 -5.871
H 2.304 2.162 -3.397
H 4.061 1.697 -3.552
Br -1.948 -5.101 -2.541
C -2.442 -3.403 -3.513
C -1.516 -3.285 -4.776
Br 0.392 -2.831 -4.234
H -2.310 -2.602 -2.786
H -3.502 -3.428 -3.768
H -1.877 -2.479 -5.415
H -1.498 -4.153 -5.435
Br -4.353 -0.292 1.467
C -2.589 -0.214 2.314
C -2.608 0.419 3.692
Br -0.751 0.419 4.463
H -1.829 0.293 1.719
H -2.324 -1.260 2.470
H -3.207 -0.238 4.322
H -2.971 1.447 3.717
```

Computed properties:
HOMO energy   -11.50 eV
Net charge   +1
Kohn-Sham gap   0.295 hartree



Entry 2:
The following is a quantum chemistry calculation of a molecular structure, C28H32Cl2O2SiZr, from the Open Molecules 2025 dataset.

```
66
C28H32Cl2O2SiZr ωB97M-V/def2-TZVPD
C 0.304 -1.345 -2.183
C 1.183 -0.205 -2.328
C 0.364 0.979 -2.157
C 2.558 -0.227 -2.908
C -0.990 0.562 -2.041
C -1.034 -0.848 -2.065
C -2.262 -1.670 -2.159
C 0.680 -2.747 -2.507
C 0.805 2.360 -2.481
C -2.168 1.466 -2.104
Zr 1.206 -0.345 -0.026
Cl 2.709 1.265 0.178
Cl 2.709 -2.144 0.321
O 0.159 0.833 1.673
H 3.021 -1.215 -2.813
H 3.214 0.498 -2.413
H 2.533 0.029 -3.977
H 1.783 2.588 -2.040
H 0.090 3.100 -2.098
H 0.888 2.514 -3.571
H -1.957 2.430 -1.626
H -3.040 1.020 -1.606
H -2.462 1.677 -3.145
H -3.104 -1.183 -1.654
H -2.113 -2.653 -1.698
H -2.557 -1.837 -3.206
H 1.628 -3.020 -2.032
H 0.787 -2.899 -3.591
H -0.083 -3.446 -2.145
H -0.699 1.196 1.376
O -0.617 -1.631 0.883
H -0.572 -2.554 0.586
C -0.546 5.349 4.188
C 0.274 4.898 3.149
C 0.471 3.528 2.952
C -0.163 2.586 3.781
C -0.937 3.045 4.858
C -1.141 4.419 5.048
Si 0.070 0.787 3.422
C 1.684 0.201 4.125
C 2.891 0.741 3.664
C 4.112 0.342 4.213
C 4.143 -0.601 5.243
C 2.941 -1.120 5.739
C 1.718 -0.704 5.199
C -1.289 -0.386 3.836
C -1.024 -1.766 3.814
C -2.006 -2.692 4.177
C -3.292 -2.254 4.508
C -3.582 -0.884 4.473
C -2.589 0.046 4.136
H -0.714 6.419 4.327
H 0.762 5.610 2.482
H 1.124 3.203 2.136
H -1.386 2.327 5.548
H -1.771 4.761 5.870
H 2.888 1.475 2.856
H 5.039 0.771 3.829
H 5.098 -0.923 5.664
H 2.953 -1.848 6.550
H 0.785 -1.091 5.613
H -0.048 -2.124 3.484
H -1.759 -3.756 4.188
H -4.064 -2.975 4.782
H -4.588 -0.535 4.707
H -2.826 1.112 4.105
```

Computed properties:
HOMO energy (spin up / spin down)   2.66 / 2.66 eV
Net charge   -2
Kohn-Sham gap (spin up / spin down)   0.075 / 0.075 hartree
Energy relative to the best compared isomer or geometry (same formula, charge and spin)   143.1 kJ/mol



Entry 3:
The following is a quantum chemistry calculation of a molecular structure, C28H32Cl3GeIN3O2Ti, from the Open Molecules 2025 dataset.

```
71
C28H32Cl3GeIN3O2Ti ωB97M-V/def2-TZVPD
Ti 0.145 -1.523 0.157
Cl 4.663 -1.447 5.874
C 3.877 -1.405 4.333
C 2.494 -1.448 4.273
C 1.927 -1.413 3.017
Cl 0.168 -1.461 2.850
C 2.633 -1.332 1.816
O 2.006 -1.284 0.661
C 4.029 -1.292 1.938
Cl 4.979 -1.185 0.506
C 4.643 -1.328 3.178
H 1.893 -1.505 5.168
H 5.721 -1.295 3.240
O -0.088 -1.211 -1.669
C -1.034 -1.251 -2.604
C -0.666 -1.163 -3.949
C -1.632 -1.202 -4.932
C -2.978 -1.330 -4.596
C -3.343 -1.416 -3.271
C -2.387 -1.377 -2.247
C -2.791 -1.469 -0.846
N -2.023 -1.549 0.244
C -2.875 -1.637 1.330
C -4.156 -1.603 0.902
N -4.087 -1.503 -0.466
H 0.385 -1.063 -4.185
H -1.339 -1.135 -5.972
H -3.733 -1.364 -5.368
H -4.396 -1.526 -3.044
H -2.512 -1.713 2.340
H -5.091 -1.641 1.430
H -4.877 -1.446 -1.084
C -0.093 5.632 2.359
C -0.184 4.125 2.169
C 1.186 3.486 1.977
C 1.152 1.959 1.830
Ge 0.153 1.334 0.260
C 0.912 1.859 -1.469
C 0.816 3.355 -1.794
C -0.614 3.869 -1.904
C -0.672 5.341 -2.288
H -1.077 6.082 2.495
H 0.372 6.108 1.493
H 0.511 5.884 3.233
H -0.825 3.907 1.308
H -0.677 3.667 3.032
H 1.817 3.735 2.836
H 1.678 3.936 1.111
H 0.715 1.511 2.726
H 2.169 1.569 1.746
H -1.378 1.526 0.377
H 0.402 1.282 -2.242
H 1.953 1.528 -1.470
H 1.328 3.531 -2.746
H 1.360 3.948 -1.055
H -1.141 3.721 -0.955
H -1.155 3.267 -2.642
H -0.165 5.959 -1.544
H -1.699 5.697 -2.370
H -0.182 5.516 -3.248
I -0.209 -6.430 -3.232
C 0.132 -5.666 -1.340
C 0.381 -6.489 -0.252
C 0.605 -5.912 0.988
C 0.558 -4.536 1.105
N 0.314 -3.739 0.058
C 0.119 -4.294 -1.143
H 0.404 -7.564 -0.373
H 0.811 -6.516 1.859
H 0.722 -4.052 2.058
H -0.049 -3.620 -1.973
```

Computed properties:
HOMO energy (spin up / spin down)   -10.17 / -10.96 eV
Net charge   +1
Kohn-Sham gap (spin up / spin down)   0.274 / 0.257 hartree
Spin multiplicity   3
Energy relative to the best compared isomer or geometry (same formula, charge and spin)   16.7 kJ/mol



Entry 4:
The following is a quantum chemistry calculation of a gas-phase ion, C28H32N3 (charge +1), from the Open Molecules 2025 dataset.

```
63
C28H32N3 ωB97M-V/def2-TZVPD
C -1.908 -2.694 1.712
C -1.843 -1.168 1.507
C -0.343 -0.748 1.295
C 0.420 -2.028 1.570
N 1.720 -2.132 1.785
C 2.251 -3.385 2.333
C 3.739 -3.143 2.558
C 4.019 -1.675 2.240
C 2.694 -1.029 1.816
C -0.462 -3.205 1.822
H -2.476 -2.918 2.629
H -2.428 -3.199 0.886
H -2.526 -0.837 0.726
H -2.160 -0.675 2.436
H -0.113 -0.093 2.156
H 1.765 -3.599 3.300
H 2.039 -4.234 1.664
H 3.974 -3.368 3.600
H 4.324 -3.813 1.928
H 4.409 -1.157 3.119
H 4.757 -1.577 1.443
H 2.765 -0.508 0.845
H 2.393 -0.276 2.560
H -0.312 -3.646 2.823
H -0.247 -4.007 1.098
C 1.530 4.063 2.638
N 0.993 3.281 1.542
C 0.886 1.919 1.551
C 0.343 1.469 0.343
C 0.021 0.013 0.043
C -0.998 -0.105 -1.069
C -2.171 0.634 -1.181
N -2.835 0.295 -2.340
C -4.047 0.929 -2.810
C -2.107 -0.696 -3.004
C -0.947 -0.987 -2.219
C -0.042 -1.931 -2.713
C -0.287 -2.508 -3.971
C -1.409 -2.162 -4.745
C -2.366 -1.262 -4.240
C 0.142 2.651 -0.475
C 0.518 3.772 0.328
C 0.382 5.096 -0.065
C -0.140 5.322 -1.347
C -0.499 4.245 -2.174
C -0.315 2.916 -1.765
H 1.338 5.123 2.440
H 1.064 3.761 3.587
H 2.615 3.914 2.757
H 1.174 1.374 2.449
H 0.924 -0.434 -0.421
H -2.552 1.401 -0.513
H -4.465 0.327 -3.621
H -4.756 1.005 -1.975
H -3.846 1.945 -3.186
H 0.815 -2.212 -2.107
H 0.413 -3.244 -4.372
H -1.546 -2.597 -5.737
H -3.264 -0.980 -4.790
H 0.687 5.895 0.610
H -0.266 6.347 -1.700
H -0.914 4.445 -3.163
H -0.524 2.090 -2.436
```

Computed properties:
HOMO energy   -10.01 eV
Net charge   +1
Kohn-Sham gap   0.243 hartree
Energy relative to the best compared isomer or geometry (same formula, charge and spin)   0.0 kJ/mol



Entry 5:
The following is a quantum chemistry calculation of C28H32N4O6 in the gas phase, from the Open Molecules 2025 dataset.

```
70
C28H32N4O6 ωB97M-V/def2-TZVPD
C 3.120 -3.425 -0.962
H 4.083 -3.867 -1.207
H 2.337 -4.137 -1.211
H 3.084 -3.237 0.109
C 2.925 -2.114 -1.725
C 1.604 -1.476 -1.392
C 1.504 -0.694 -0.296
N 0.300 -0.092 0.027
C -0.141 0.313 1.251
O 0.430 0.267 2.300
O -1.405 0.808 1.105
C -1.824 0.648 -0.186
N -2.974 0.849 -0.632
C -4.025 1.356 0.227
C -3.990 2.863 0.190
C -3.191 3.563 1.084
C -3.123 4.944 1.026
C -3.851 5.637 0.074
C -4.645 4.944 -0.823
C -4.711 3.563 -0.768
H -5.328 3.022 -1.471
H -5.214 5.480 -1.569
H -3.799 6.715 0.031
H -2.500 5.480 1.727
H -2.620 3.023 1.825
H -3.903 1.002 1.256
H -4.966 0.987 -0.188
C -0.646 0.212 -1.023
C -0.144 1.423 -1.829
H -0.959 1.826 -2.424
H 0.674 1.119 -2.478
H 0.223 2.192 -1.153
C -0.856 -0.983 -1.964
C 0.413 -1.786 -2.161
C 0.309 -2.808 -3.022
C -1.016 -3.091 -3.652
H -1.010 -4.051 -4.167
H -1.275 -2.313 -4.377
C -2.098 -3.123 -2.551
C -1.887 -4.374 -1.714
O -1.901 -5.515 -2.081
N -1.650 -3.966 -0.420
C -1.695 -2.606 -0.220
O -1.534 -2.068 0.841
C -1.985 -1.957 -1.561
H -2.911 -1.382 -1.480
H -1.463 -4.616 0.332
H -3.084 -3.176 -3.019
H 1.127 -3.474 -3.233
H -1.157 -0.566 -2.932
O 2.554 -0.497 0.548
C 2.745 0.788 1.025
O 2.238 1.751 0.499
N 3.611 0.809 2.046
C 4.164 -0.408 2.609
C 3.190 -1.157 3.515
H 3.600 -2.132 3.766
H 2.238 -1.291 3.010
H 3.006 -0.608 4.433
H 4.463 -1.058 1.781
H 5.061 -0.127 3.166
C 3.853 2.082 2.698
C 3.006 2.267 3.953
H 3.054 3.302 4.281
H 3.360 1.633 4.763
H 1.973 2.012 3.733
H 3.601 2.857 1.971
H 4.919 2.151 2.935
H 2.987 -2.292 -2.799
H 3.724 -1.424 -1.447
```

Computed properties:
HOMO energy   -7.99 eV
Net charge   0
Kohn-Sham gap   0.317 hartree
Energy relative to the best compared isomer or geometry (same formula, charge and spin)   178.9 kJ/mol



Entry 6:
The following is a quantum chemistry calculation of a molecular structure, C28H32N6O4Tb, from the Open Molecules 2025 dataset.

```
71
C28H32N6O4Tb ωB97M-V/def2-TZVPD
Tb -0.584 0.854 1.884
C -3.702 0.268 3.316
N -2.385 0.815 3.678
C -2.530 2.267 3.919
C -1.891 0.139 4.891
C -0.410 0.361 5.124
N 0.420 -0.077 3.983
C 0.433 -1.551 3.874
C 1.800 0.404 4.194
H -4.420 0.429 4.128
H -3.616 -0.797 3.114
H -4.066 0.752 2.414
H -3.210 2.463 4.754
H -2.945 2.741 3.029
H -1.571 2.731 4.134
H -2.094 -0.927 4.790
H -2.439 0.494 5.771
H -0.115 -0.179 6.030
H -0.211 1.420 5.290
H 0.590 -2.012 4.854
H 1.246 -1.853 3.220
H -0.499 -1.929 3.452
H 2.251 -0.072 5.069
H 1.796 1.483 4.333
H 2.411 0.171 3.322
C 2.381 1.442 -6.050
O 2.973 0.161 -5.910
C 2.242 -0.819 -5.333
C 2.887 -2.045 -5.182
C 2.210 -3.112 -4.634
C 0.902 -2.972 -4.176
C 0.247 -1.763 -4.361
C 0.906 -0.688 -4.948
N 0.315 -4.190 -3.670
N -0.491 -4.245 -2.727
C -0.801 -3.138 -1.853
C -2.120 -2.842 -1.669
C -2.535 -1.844 -0.771
C -1.641 -1.151 0.003
O -2.027 -0.203 0.866
C -0.251 -1.479 -0.137
N 0.663 -0.797 0.642
C 1.942 -1.071 0.516
C 2.430 -2.094 -0.302
C 1.543 -2.811 -1.053
C 0.166 -2.482 -1.043
H 3.151 2.093 -6.453
H 2.053 1.826 -5.082
H 1.536 1.415 -6.742
H 3.904 -2.142 -5.539
H 2.683 -4.084 -4.554
H -0.799 -1.666 -4.100
H 0.366 0.228 -5.136
H -2.856 -3.388 -2.248
H -3.587 -1.612 -0.655
H 2.627 -0.478 1.113
H 3.490 -2.312 -0.320
H 1.889 -3.640 -1.652
O -0.259 4.849 2.006
C 0.001 3.732 1.644
O 0.270 2.691 2.408
C -0.018 3.408 0.154
C 0.168 4.417 -0.772
C 0.108 4.094 -2.116
C -0.150 2.780 -2.483
C -0.326 1.832 -1.496
N -0.266 2.134 -0.197
H 0.336 5.424 -0.417
H 0.248 4.857 -2.871
H -0.228 2.495 -3.523
H -0.543 0.799 -1.743
```

Computed properties:
HOMO energy (spin up / spin down)   -10.20 / -10.21 eV
Net charge   +1
Kohn-Sham gap (spin up / spin down)   0.262 / 0.262 hartree
Spin multiplicity   7



no.,energy (eV)
1,-1202806.2715
2,-67856.2609
3,-163417.4857
4,-34019.8116
5,-47803.4872
6,-69115.6824